# 1
Entry from the OMol25 dataset: C16H21F12NiO9 as an isolated structure at a distorted geometry (ωB97M-V with the def2-TZVPD basis set).

For the LUMO energy (alpha / beta), the calculation gives -3.12 / -3.97 eV. For the calculated total energy, the calculation gives -109007.6188 eV. The net charge is +1. The calculation puts the HOMO energy (alpha / beta) at -12.54 / -12.34 eV. For the gap between HOMO and LUMO (alpha / beta), the calculation gives 9.41 / 8.37 eV. Its spin multiplicity is 3. For the largest force on an atom, the calculation gives 2.24 eV/Å.

Cartesian coordinates (Å):
Ni -0.35165 0.49466 0.42778
O 0.00593 -0.90393 -0.74563
H 0.49379 -1.40722 -1.38073
C 2.18424 -4.38042 1.48697
C 1.20343 -3.25853 1.14854
O 0.05908 -3.32436 1.98325
C -0.47615 -2.23500 2.45006
O -0.25498 -1.12177 2.05639
C -1.58198 -2.50702 3.49212
F -2.75356 -2.14571 2.96979
F -1.60655 -3.80557 3.81936
F -1.34850 -1.80334 4.60747
H 2.54346 -4.38033 2.51525
H 3.06971 -4.29479 0.85749
H 1.69006 -5.32496 1.25948
H 0.96542 -3.39112 0.09393
H 1.68547 -2.28391 1.22404
C -3.86299 -3.11906 -1.75575
C -3.06816 -1.99811 -1.12954
O -3.99762 -0.93395 -0.83109
C -3.56733 0.13732 -0.25243
O -2.45612 0.24143 0.20072
C -4.59194 1.28797 -0.23038
F -5.38765 1.16978 0.82026
F -3.91585 2.43820 -0.11254
F -5.27764 1.32367 -1.36148
H -4.25033 -2.83418 -2.73343
H -4.73706 -3.39464 -1.16516
H -3.21819 -3.98976 -1.86782
H -2.31530 -1.64920 -1.83824
H -2.51998 -2.25358 -0.22297
C 1.81826 5.02768 -2.14188
C 1.36084 3.60865 -1.86122
O 0.10440 3.45445 -2.54656
C -0.71313 2.51071 -2.19552
O -0.59647 1.77282 -1.25002
C -1.89880 2.37102 -3.18296
F -1.49172 2.57664 -4.41949
F -2.41608 1.14860 -3.10183
F -2.84387 3.24034 -2.85246
H 1.08912 5.77129 -1.82694
H 1.92579 5.13106 -3.22313
H 2.76497 5.25003 -1.65318
H 1.24139 3.47438 -0.78092
H 2.05927 2.81499 -2.12653
C 2.85261 0.92591 3.28773
C 3.53357 1.79610 2.26035
O 3.89262 1.01842 1.08816
C 3.00227 0.78969 0.17885
O 1.84586 1.12986 0.20781
C 3.53091 -0.09612 -0.97235
F 3.38661 -1.37676 -0.63195
F 2.85180 0.14064 -2.08033
F 4.81899 0.13829 -1.18925
H 3.49548 0.07852 3.52361
H 1.87742 0.60002 2.93236
H 2.73291 1.49608 4.20921
H 4.48746 2.19877 2.59196
H 2.92643 2.65538 1.97075

Forces on the atoms, in the same order (eV/Å):
Ni 0.5 -1.2 -1.8
O -1.2 -0.4 0.8
H 0.8 0.4 -0.3
C -0.4 0.0 0.1
C 2.1 0.0 -0.9
O -0.5 -0.4 0.8
C -0.2 -0.5 -0.9
O 0.2 1.6 0.2
C 0.4 -0.7 0.5
F 0.0 0.0 0.1
F -0.3 0.6 -0.1
F -0.1 0.0 -0.4
H -0.3 0.1 0.1
H -0.1 0.1 -0.2
H 0.2 -0.1 0.2
H -0.7 0.2 0.2
H -0.3 0.1 0.2
C -0.3 0.0 0.2
C 0.4 -0.6 -0.3
O -0.9 0.5 -0.3
C 0.3 -0.9 -0.5
O 1.0 0.8 0.9
C 0.6 0.3 0.0
F -0.4 -0.1 0.0
F 0.0 0.0 0.0
F -0.3 -0.1 0.2
H 0.2 0.1 -0.1
H 0.2 -0.1 0.2
H 0.0 0.0 0.0
H -0.1 0.4 0.2
H -0.2 -0.1 0.1
C 0.1 -0.3 -0.7
C 0.4 0.7 1.5
O -0.1 -0.2 -0.4
C 0.3 -0.3 0.0
O -0.1 0.1 0.7
C 0.2 -0.1 0.3
F 0.0 0.2 -0.3
F 0.0 -0.2 0.1
F -0.2 0.3 -0.1
H -0.1 -0.2 0.2
H 0.2 0.2 0.1
H 0.0 -0.1 0.0
H -0.5 0.0 -0.1
H -0.1 0.1 -0.7
C 0.4 0.2 0.0
C 0.0 0.5 0.2
O 0.5 0.0 -0.3
C -0.2 -0.5 0.3
O -1.0 0.4 0.4
C 0.4 0.3 0.2
F -0.1 -0.2 0.1
F -0.2 0.0 -0.2
F 0.1 0.0 -0.1
H -0.2 -0.1 0.0
H 0.0 -0.1 0.1
H -0.1 0.0 0.0
H 0.0 -0.2 0.1
H -0.1 -0.2 -0.2

Results of the Mulliken charge analysis, in e, for atoms 1 through 2:
1. Ni 1.39
2. O -0.29


# 2
Entry from the OMol25 dataset: one molecule with the formula C3H6N2OS at a distorted geometry (ωB97M-V with the def2-TZVPD basis set).

For the LUMO energy, the calculation gives 0.66 eV. For the calculated total energy, the calculation gives -19066.6646 eV. The net charge is 0. The calculation puts the HOMO energy at -8.96 eV. For the gap between HOMO and LUMO, the calculation gives 9.62 eV. For the largest force on an atom, the calculation gives 3.92 eV/Å.

Cartesian coordinates (Å):
C 1.04303 -1.03929 0.37069
C 0.96895 0.34082 -0.31611
N -0.36536 0.67894 -0.72611
N -1.06857 1.59342 0.30820
O -2.13362 0.59136 0.42192
C -1.29506 -0.37930 -0.53352
S -0.59319 -1.85558 0.13910
H 1.91142 -1.60875 0.00221
H 1.19465 -0.91096 1.38654
H 1.31504 1.19534 0.26862
H 1.46533 0.36758 -1.21046
H -0.41876 1.50837 1.18455
H -2.02386 -0.48196 -1.29562

Forces on the atoms, in the same order (eV/Å):
C 0.0 0.2 -1.3
C -0.9 0.0 1.0
N -0.7 2.0 1.2
N 1.6 -2.0 -0.2
O 1.5 -1.1 -0.5
C -2.3 2.2 2.3
S 0.8 0.2 -0.4
H -0.7 -0.1 -0.1
H 0.2 0.2 2.1
H 0.4 -0.3 0.2
H 2.1 -0.3 -2.0
H -1.5 -0.1 -1.4
H -0.3 -0.8 -1.0

Results of the Mulliken charge analysis, in e, for atoms 1 through 2:
1. C -0.39
2. C -0.80


# 3
Entry from the OMol25 dataset: C29H46F6N6O6PS6Si2Zr as an isolated structure at a distorted geometry (ωB97M-V with the def2-TZVPD basis set).

For the LUMO energy, the calculation gives 2.11 eV. For the calculated total energy, the calculation gives -159696.0622 eV. The net charge is -1. The calculation puts the HOMO energy at -4.82 eV. For the gap between HOMO and LUMO, the calculation gives 6.93 eV. For the largest force on an atom, the calculation gives 2.55 eV/Å.

Cartesian coordinates (Å):
Zr -1.12579 -0.40700 -0.21522
F -4.06435 0.33879 1.08823
C -3.30263 0.03818 2.13673
F -2.70844 -1.18013 1.89679
F -4.11021 -0.10449 3.16989
S -1.87631 1.30738 2.32801
O -0.83051 0.45853 1.70932
O -1.74425 1.40905 3.74813
N -2.26681 2.61374 1.65169
S -2.33094 2.82756 -0.02072
O -2.00899 1.31783 -0.41135
O -0.86084 3.45203 -0.52119
C -2.44866 4.80006 0.56461
F -2.41476 5.62690 -0.52243
F -1.56896 5.33094 1.45317
F -3.68868 4.98080 1.10919
C -4.18644 0.95614 -2.26746
Si -4.11370 -0.90236 -1.93693
C -4.09674 -1.70785 -3.65896
C -5.81930 -1.27252 -1.14421
N -2.78085 -1.44308 -0.96614
C -2.71864 -2.74677 -0.47497
C -3.75109 -3.68441 -0.56227
C -3.66465 -4.93238 0.04355
C -2.54372 -5.26975 0.77792
C -1.47387 -4.38219 0.81606
C -1.51148 -3.15680 0.15965
N -0.35707 -2.34624 0.00189
Si 0.91561 -3.22841 -0.76375
C 1.95135 -4.42403 0.33596
C 0.23192 -4.35109 -2.13275
C 2.23803 -2.14527 -1.55496
H -4.91835 1.13700 -3.05868
H -3.22883 1.35023 -2.59768
H -4.48822 1.51830 -1.38444
H -4.98925 -1.42809 -4.22490
H -4.06273 -2.79907 -3.60067
H -3.22328 -1.38010 -4.22536
H -6.44516 -0.37825 -1.14068
H -5.71773 -1.61382 -0.11180
H -6.35204 -2.05217 -1.69502
H -4.64292 -3.43425 -1.12051
H -4.48587 -5.63107 -0.06221
H -2.47707 -6.22293 1.28736
H -0.56400 -4.65212 1.34133
H 1.58608 -5.44972 0.24219
H 1.95010 -4.18011 1.40087
H 2.99154 -4.41378 0.00042
H -0.50926 -5.03966 -1.72038
H 1.02063 -4.94316 -2.60157
H -0.25989 -3.75672 -2.90788
H 2.86506 -1.67954 -0.79356
H 1.79171 -1.36003 -2.16291
H 2.87430 -2.76232 -2.19470
O -2.04332 3.32678 -6.55438
C -1.68302 2.85552 -5.50872
S -1.18586 3.79662 -4.10759
C -0.74731 2.42881 -3.07856
C -0.95641 1.16342 -3.55980
S -0.60528 -0.36212 -2.85119
S -1.63578 1.10804 -5.18260
S 0.16400 2.72914 -1.64941
O 0.93951 0.23253 -0.10903
P 2.05178 0.72577 0.78388
N 2.11699 2.28309 1.36774
C 2.74393 3.39293 0.61792
C 2.17867 4.66530 1.25359
C 1.78394 4.21271 2.65962
C 1.20494 2.83608 2.37634
N 3.45165 0.60286 -0.10926
C 4.76624 0.78045 0.51585
C 5.69850 1.17267 -0.63529
C 4.76400 1.83439 -1.65202
C 3.50711 0.97736 -1.53445
N 2.29203 -0.19148 2.13643
C 3.13227 0.24604 3.25437
C 2.45351 -0.36120 4.47486
C 2.01472 -1.72159 3.93316
C 1.52960 -1.39891 2.51877
H 2.53138 3.35666 -0.44912
H 3.83004 3.35284 0.75727
H 1.29005 4.99148 0.71219
H 2.91059 5.47227 1.24817
H 1.04870 4.86718 3.12355
H 2.66329 4.13600 3.30573
H 0.20492 2.97248 1.98649
H 1.14802 2.18312 3.24920
H 5.09335 -0.14679 0.99422
H 4.73745 1.55912 1.28623
H 6.14168 0.27668 -1.07355
H 6.49957 1.82952 -0.29783
H 5.17115 1.82684 -2.66232
H 4.55627 2.86571 -1.36405
H 3.61552 0.07656 -2.14442
H 2.59492 1.48247 -1.84390
H 3.21037 1.33245 3.28814
H 4.14416 -0.16861 3.16003
H 1.57794 0.23020 4.75268
H 3.12324 -0.43604 5.33124
H 1.23331 -2.18314 4.53445
H 2.87130 -2.39944 3.89483
H 0.46490 -1.20702 2.52076
H 1.71839 -2.20756 1.82309

Forces on the atoms, in the same order (eV/Å):
Zr 1.3 -0.8 -1.9
F -0.1 0.0 0.0
C 0.2 0.0 -0.3
F -0.5 0.5 0.2
F 0.3 0.1 0.4
S -1.8 -0.8 1.1
O 0.3 0.6 0.8
O 0.3 0.3 0.0
N 0.4 -0.3 -0.3
S -0.8 2.2 0.9
O 0.1 0.8 -0.4
O 0.1 -0.3 -0.4
C -0.3 -0.1 -0.1
F 0.0 -0.2 0.1
F 0.0 -0.2 -0.1
F 0.2 0.0 -0.1
C 0.3 -0.3 0.1
Si -0.9 0.3 -0.8
C 0.1 -0.1 0.4
C 0.3 -0.1 0.0
N -0.3 -0.4 0.2
C -0.1 -0.3 0.1
C 0.0 0.0 0.0
C -0.1 0.0 0.0
C 0.0 0.0 0.0
C 0.1 0.1 0.1
C -0.3 -0.7 -0.2
N 0.0 -0.5 0.1
Si 1.0 -0.8 -0.6
C -0.4 0.2 0.0
C -0.2 0.3 0.3
C -0.3 0.0 0.2
H -0.1 -0.1 0.0
H 0.0 0.1 0.0
H 0.0 0.0 0.0
H 0.0 0.0 0.1
H 0.0 0.0 0.0
H 0.0 0.0 0.0
H 0.0 0.0 0.0
H 0.0 0.0 0.0
H 0.0 0.0 0.0
H 0.0 0.0 0.0
H 0.0 0.0 0.0
H 0.0 0.0 0.0
H 0.0 0.0 0.0
H 0.0 0.0 0.0
H 0.0 0.0 0.0
H 0.0 0.0 0.0
H 0.0 0.0 -0.1
H 0.1 0.1 0.0
H 0.0 0.0 0.0
H 0.0 0.0 0.0
H 0.1 0.0 0.0
H -0.1 -0.1 0.0
O 0.0 0.0 -0.1
C 0.0 0.1 0.2
S 0.0 -0.1 0.0
C 0.0 0.1 0.0
C 0.1 0.4 0.0
S 0.0 0.0 -0.3
S 0.1 -0.1 0.1
S -0.1 -0.1 -0.1
O 0.9 0.2 0.8
P 1.3 -0.2 0.1
N -0.5 -0.3 -0.6
C 0.2 0.1 0.0
C 0.0 -0.1 0.1
C 0.0 0.0 -0.1
C 0.0 -0.1 0.4
N -0.3 0.4 -0.2
C 0.0 -0.1 0.1
C -0.1 0.1 0.0
C 0.0 -0.1 0.1
C 0.1 -0.1 0.0
N -0.5 0.3 0.0
C 0.1 0.0 0.2
C 0.0 -0.1 -0.1
C 0.1 0.1 0.0
C 0.1 -0.1 -0.1
H 0.0 0.0 0.0
H -0.1 0.0 -0.1
H 0.0 0.0 0.0
H 0.0 0.0 0.0
H 0.0 0.0 0.0
H 0.0 0.0 0.0
H -0.3 0.0 -0.2
H 0.0 0.0 0.0
H 0.0 0.0 0.0
H 0.0 0.0 0.0
H 0.0 0.0 0.0
H 0.1 0.0 0.0
H 0.0 0.0 0.0
H 0.0 0.0 -0.1
H -0.1 0.0 0.0
H 0.0 0.0 -0.1
H 0.0 -0.1 0.0
H 0.0 0.1 0.0
H 0.0 0.0 0.0
H 0.0 0.0 0.0
H 0.0 -0.1 0.0
H 0.0 0.0 0.0
H -0.2 0.1 0.0
H 0.0 -0.1 0.0

Results of the Mulliken charge analysis, in e, for atoms 1 through 2:
1. Zr -0.65
2. F -0.35


Copy entry 2 word for word.
Entry from the OMol25 dataset: one molecule with the formula C3H6N2OS at a distorted geometry (ωB97M-V with the def2-TZVPD basis set).

For the LUMO energy, the calculation gives 0.66 eV. For the calculated total energy, the calculation gives -19066.6646 eV. The net charge is 0. The calculation puts the HOMO energy at -8.96 eV. For the gap between HOMO and LUMO, the calculation gives 9.62 eV. For the largest force on an atom, the calculation gives 3.92 eV/Å.

Cartesian coordinates (Å):
C 1.04303 -1.03929 0.37069
C 0.96895 0.34082 -0.31611
N -0.36536 0.67894 -0.72611
N -1.06857 1.59342 0.30820
O -2.13362 0.59136 0.42192
C -1.29506 -0.37930 -0.53352
S -0.59319 -1.85558 0.13910
H 1.91142 -1.60875 0.00221
H 1.19465 -0.91096 1.38654
H 1.31504 1.19534 0.26862
H 1.46533 0.36758 -1.21046
H -0.41876 1.50837 1.18455
H -2.02386 -0.48196 -1.29562

Forces on the atoms, in the same order (eV/Å):
C 0.0 0.2 -1.3
C -0.9 0.0 1.0
N -0.7 2.0 1.2
N 1.6 -2.0 -0.2
O 1.5 -1.1 -0.5
C -2.3 2.2 2.3
S 0.8 0.2 -0.4
H -0.7 -0.1 -0.1
H 0.2 0.2 2.1
H 0.4 -0.3 0.2
H 2.1 -0.3 -2.0
H -1.5 -0.1 -1.4
H -0.3 -0.8 -1.0

Results of the Mulliken charge analysis, in e, for atoms 1 through 2:
1. C -0.39
2. C -0.80